Entry 1:
6
Properties=species:S:1:pos:R:3 method="wB97M-V/def2-TZVPD" multiplicity=3 orbital_gap_ev="6.08 / 10.80" mol_weight_da=78.08 e_above_lowest_kcal_mol=36.56 s_squared=2.005
O -2.2567 -0.5436 0.4478
Si 1.1154 -0.0413 0.1460
P -2.7419 0.6238 -0.3345
H 1.9796 0.1898 1.1614
H 1.1593 -1.3650 -0.5632
H 0.7443 1.1363 -0.8574

Entry 2:
5
Properties=species:S:1:pos:R:3 method="wB97M-V/def2-TZVPD" charge=-1 orbital_gap_ev=7.51 mol_weight_da=51.09 e_above_lowest_kcal_mol=1.32
S 0.4769 -0.9599 1.2412
H 0.9989 0.0830 1.9039
H -0.1486 -0.1438 -1.5711
H -0.5458 0.5141 -0.3143
O -0.7815 0.5066 -1.2597

Entry 3:
5
Properties=species:S:1:pos:R:3 method="wB97M-V/def2-TZVPD" charge=-1 orbital_gap_ev=7.06 mol_weight_da=51.09 e_above_lowest_kcal_mol=4.37
S -1.8268 -0.3675 0.7784
H -1.5487 -0.2995 -0.5408
H 1.6334 0.7776 -0.0879
H 0.3938 0.0154 -0.0009
O 1.3482 -0.1260 -0.1488